(1)
C19H45BO6P | ωB97M-V with the def2-TZVPD basis set

```
72
Properties=species:S:1:pos:R:3
C 2.17 -1.30 2.42
C 3.02 -0.13 1.84
C 2.74 1.23 2.58
C 2.28 2.34 1.60
C 0.74 2.37 1.25
C -0.14 1.28 1.88
P -1.97 1.97 1.92
C -2.55 0.64 3.20
B -3.35 -0.46 2.40
O -2.68 -1.68 2.11
O -4.70 -0.23 2.01
H 2.76 -1.91 3.12
H 1.32 -0.92 3.00
H 1.86 -1.95 1.59
H 4.08 -0.40 2.01
H 2.92 -0.02 0.75
H 2.11 1.10 3.46
H 3.73 1.54 2.96
H 2.54 3.31 2.08
H 2.87 2.25 0.67
H 0.66 2.30 0.15
H 0.36 3.37 1.54
H -0.20 0.40 1.20
H 0.10 1.02 2.91
H -1.53 2.91 2.98
H -1.67 2.95 0.88
H -2.39 1.06 0.86
H -3.31 2.56 2.02
H -3.18 1.17 3.95
H -1.75 0.14 3.78
H -3.03 -1.97 1.27
H -4.69 0.31 1.22
C -2.85 2.16 -2.96
C -1.75 1.27 -2.45
O -1.71 0.91 -1.30
C -0.70 0.84 -3.44
H -3.54 2.39 -2.14
H -2.43 3.09 -3.34
H -3.41 1.65 -3.75
H -0.18 1.71 -3.84
H -1.16 0.27 -4.26
H 0.03 0.20 -2.94
C 2.35 -1.24 6.63
C 3.73 -1.55 6.11
O 4.18 -0.99 5.14
C 4.53 -2.60 6.85
H 1.90 -0.47 6.01
H 1.73 -2.13 6.60
H 2.42 -0.87 7.66
H 4.00 -3.55 6.83
H 4.69 -2.28 7.88
H 5.50 -2.72 6.36
C 2.99 0.18 -6.92
C 2.51 0.02 -5.50
O 1.41 0.41 -5.16
C 3.44 -0.63 -4.51
H 2.22 0.66 -7.51
H 3.89 0.80 -6.94
H 3.21 -0.80 -7.35
H 4.36 -0.05 -4.43
H 3.68 -1.64 -4.84
H 2.96 -0.67 -3.54
C -3.56 -2.13 -3.89
C -4.65 -1.36 -4.58
O -4.53 -0.18 -4.83
C -5.90 -2.11 -4.96
H -2.73 -1.47 -3.67
H -3.94 -2.54 -2.95
H -3.21 -2.95 -4.53
H -6.38 -2.52 -4.07
H -5.65 -2.93 -5.65
H -6.60 -1.44 -5.45
```

Its spin multiplicity is 1. The net charge is -1. As for the molecular weight: 411.349 g/mol. The value obtained for the orbital gap is 5.087 eV.

Results of the Löwdin charge analysis, in e, for atoms 1 through 5: C -0.12; C -0.24; C -0.23; C -0.22; C -0.28



(2)
C19H45ClO2P2V | ωB97M-V with the def2-TZVPD basis set

```
70
Properties=species:S:1:pos:R:3
V 0.44 -0.25 -0.11
Cl 2.30 -1.09 -1.08
P -0.92 -0.43 -2.12
C -0.48 -2.06 -2.95
C -2.75 -0.26 -2.44
C -0.14 0.84 -3.27
C -0.40 -3.23 -1.96
H 0.54 -1.87 -3.34
C -1.38 -2.46 -4.12
H -2.38 -2.78 -3.78
H -0.93 -3.33 -4.63
H -1.50 -1.68 -4.88
H 0.48 -3.14 -1.31
H -0.30 -4.17 -2.54
H -1.30 -3.30 -1.34
H 0.93 0.57 -3.20
C -0.31 2.29 -2.79
C -0.56 0.71 -4.75
H -0.19 -0.20 -5.21
H -0.14 1.55 -5.31
H -1.65 0.77 -4.87
H -0.64 2.35 -1.74
H -1.01 2.87 -3.41
H 0.67 2.80 -2.84
C -3.47 -1.29 -1.58
H -2.90 -0.50 -3.50
C -3.28 1.15 -2.20
H -3.28 -2.33 -1.90
H -4.56 -1.12 -1.62
H -3.16 -1.19 -0.53
H -2.97 1.53 -1.21
H -4.38 1.12 -2.22
H -2.96 1.86 -2.97
H -1.06 -0.86 -0.35
H 0.64 1.17 -0.42
P 1.38 0.22 2.08
C 3.06 0.96 1.81
C 0.62 1.16 3.49
C 1.69 -1.53 2.63
C 3.09 2.05 0.72
H 3.64 0.10 1.43
C 3.71 1.49 3.09
H 3.22 2.41 3.43
H 4.75 1.73 2.87
H 3.70 0.76 3.90
H 2.94 1.62 -0.28
H 4.09 2.53 0.74
H 2.34 2.83 0.88
H 2.29 -1.93 1.78
C 0.41 -2.37 2.72
C 2.55 -1.62 3.89
H 3.58 -1.29 3.70
H 2.59 -2.67 4.20
H 2.13 -1.04 4.73
H -0.47 -1.91 2.24
H 0.15 -2.60 3.77
H 0.58 -3.34 2.22
C 0.18 2.53 2.97
H 1.43 1.29 4.22
C -0.53 0.42 4.16
H 1.02 3.13 2.60
H -0.31 3.09 3.78
H -0.56 2.41 2.15
H -1.37 0.26 3.46
H -0.93 1.04 4.99
H -0.23 -0.54 4.58
O -3.58 0.96 1.94
C -2.56 0.66 1.31
O -1.68 1.38 0.71
H -2.35 -0.43 1.27
```

Its spin multiplicity is 2. The net charge is 0. As for the molecular weight: 453.912 g/mol. The value obtained for the orbital gap (spin up / spin down) is 7.818 / 8.091 eV. Its expectation value of S² is 0.791.

Results of the Löwdin charge analysis, in e, for atoms 1 through 5: V 0.13; Cl 0.13; P 0.99; C -0.52; C -0.50



(3)
C19H45N3O4 | ωB97M-V with the def2-TZVPD basis set

```
71
Properties=species:S:1:pos:R:3
C -1.70 -1.28 -1.84
C -1.53 0.22 -1.42
C -1.39 0.26 0.10
C -0.21 0.71 -2.04
C -0.26 1.11 -3.51
C -1.43 2.05 -3.72
C -2.78 1.56 -3.21
C -3.73 2.77 -3.18
C -3.36 0.45 -4.10
N -2.58 1.14 -1.81
O -3.80 0.79 -1.19
H -1.03 -1.90 -1.25
H -2.74 -1.59 -1.71
H -1.42 -1.41 -2.89
H -0.62 -0.46 0.39
H -1.16 1.26 0.47
H -2.32 -0.03 0.58
H -0.04 1.64 -1.45
H 0.67 0.13 -1.73
H 0.70 1.61 -3.69
H -0.31 0.21 -4.12
H -1.51 2.20 -4.80
H -1.17 3.02 -3.30
H -3.65 3.36 -4.09
H -3.42 3.41 -2.36
H -4.74 2.40 -3.02
H -2.96 -0.54 -3.88
H -3.19 0.62 -5.16
H -4.44 0.35 -3.92
H -4.21 0.12 -1.76
C -2.28 -1.64 7.37
O -1.76 -1.67 6.06
C -1.53 -0.40 5.55
C -1.48 -0.40 4.02
C -2.87 -0.60 3.47
N -0.63 -1.57 3.64
H -2.30 -2.66 7.76
H -3.30 -1.25 7.38
H -1.63 -1.07 8.04
H -2.35 0.28 5.85
H -0.64 0.09 5.97
H -0.96 0.48 3.65
H -3.54 0.27 3.49
H -3.41 -1.30 4.12
H -2.91 -0.91 2.43
H -1.08 -2.13 2.92
H -0.59 -2.15 4.47
C 2.41 0.54 2.99
O 3.02 0.38 1.72
C 2.20 0.79 0.66
C 2.98 1.40 -0.49
N 3.44 0.52 -1.54
C 4.25 -0.57 -1.11
C 4.84 -1.39 -2.25
O 6.25 -1.38 -2.22
C 6.81 -2.43 -2.96
H 2.29 1.61 3.17
H 3.06 0.12 3.75
H 1.48 -0.04 3.04
H 1.45 1.52 1.02
H 1.52 -0.01 0.32
H 3.82 1.98 -0.09
H 2.37 2.21 -0.92
H 2.63 0.20 -2.05
H 3.80 -1.24 -0.34
H 5.08 -0.25 -0.46
H 4.51 -0.87 -3.16
H 4.40 -2.40 -2.23
H 7.86 -2.51 -2.67
H 6.75 -2.26 -4.04
H 6.37 -3.42 -2.75
```

Its spin multiplicity is 1. The net charge is 0. As for the molecular weight: 379.586 g/mol. Its SMILES is CC1(C)CCCC(C)(C)N1O.COC[C@H](C)N.COCCNCCOC. The value obtained for the orbital gap is 9.277 eV.

Results of the Löwdin charge analysis, in e, for atoms 1 through 5: C -0.02; C -0.51; C -0.04; C -0.15; C -0.16



(4)
C19H45N7O18S2 | ωB97M-V with the def2-TZVPD basis set

```
91
Properties=species:S:1:pos:R:3
C 1.09 -0.14 -5.05
N 0.27 -1.25 -5.59
O -0.06 -1.21 -6.75
O -0.03 -2.14 -4.82
H 1.70 0.29 -5.83
H 1.72 -0.51 -4.25
H 0.37 0.54 -4.58
C 5.84 -0.32 -4.00
N 5.04 -1.44 -4.55
O 5.55 -2.10 -5.43
O 3.92 -1.61 -4.12
H 6.09 -0.50 -2.96
H 5.32 0.63 -4.01
H 6.68 -0.24 -4.68
C 1.25 5.75 -1.13
N 1.22 5.44 0.32
O 1.47 6.35 1.07
O 0.79 4.36 0.65
H 1.34 4.88 -1.77
H 2.08 6.42 -1.32
H 0.36 6.35 -1.30
O -3.26 0.64 -1.62
S -3.91 0.71 -0.35
O -3.19 1.19 0.79
O -5.35 1.45 -0.48
C -6.22 0.91 0.51
C -5.79 -0.57 0.68
O -4.58 -0.70 -0.07
H -6.15 1.48 1.43
H -7.23 1.01 0.12
H -6.51 -1.27 0.26
H -5.62 -0.79 1.73
O 3.45 0.88 -2.29
S 2.53 1.48 -1.39
O 2.74 2.77 -0.81
O 1.05 1.42 -2.04
C 0.09 0.75 -1.18
C 0.80 0.66 0.16
O 2.19 0.47 -0.16
H -0.82 1.34 -1.15
H -0.05 -0.20 -1.69
H 0.54 -0.19 0.78
H 0.68 1.61 0.69
C -2.56 -4.15 3.62
N -2.10 -3.00 2.86
C -3.15 -2.35 2.10
C -0.78 -2.74 2.70
O -0.35 -1.81 2.04
H -3.35 -3.89 4.33
H -1.80 -4.74 4.13
H -3.02 -4.85 2.90
H -4.00 -2.18 2.76
H -2.83 -1.38 1.74
H -3.45 -3.01 1.28
H -0.20 -3.45 3.31
C -0.79 1.37 3.32
N -1.08 1.51 4.73
C -1.59 0.31 5.36
C -0.74 2.61 5.42
O -1.10 2.82 6.57
H -0.43 2.31 2.88
H -1.70 1.17 2.75
H -0.02 0.62 3.11
H -1.80 0.48 6.41
H -2.52 0.00 4.86
H -0.96 -0.55 5.12
H -0.05 3.29 4.91
C -2.76 -2.41 -2.88
N -2.45 -3.82 -2.80
C -2.54 -4.34 -1.46
C -2.27 -4.58 -3.90
O -2.18 -5.79 -3.87
H -2.49 -2.03 -3.87
H -2.17 -1.80 -2.19
H -3.81 -2.12 -2.75
H -1.78 -3.83 -0.86
H -3.53 -4.20 -1.01
H -2.35 -5.42 -1.47
H -2.30 -4.05 -4.87
C 5.63 0.87 0.66
N 5.33 1.98 1.54
C 5.04 1.59 2.91
C 5.20 3.24 1.09
O 4.79 4.20 1.71
H 4.85 0.10 0.63
H 6.61 0.47 0.93
H 5.77 1.14 -0.39
H 5.69 0.76 3.20
H 5.13 2.45 3.56
H 4.03 1.19 3.01
H 5.53 3.39 0.05
```

Its spin multiplicity is 1. The net charge is 0. As for the molecular weight: 723.734 g/mol. Its SMILES is C[N+](=O)[O-].C[N+](=O)[O-].C[N+](=O)[O-].O=S1(=O)OCCO1.O=S1(=O)OCCO1.CN(C)C=O.CN(C)C=O.CN(C)C=O.CN(C)C=O. The value obtained for the orbital gap is 9.036 eV.

Results of the Löwdin charge analysis, in e, for atoms 1 through 5: C 0.04; N -0.44; O 0.08; O 0.05; H 0.10



(5)
C19H46MnO3P2SSi | ωB97M-V with the def2-TZVPD basis set

```
73
Properties=species:S:1:pos:R:3
Mn 0.05 -0.47 0.15
C 3.86 -1.03 0.07
P 2.46 0.11 0.16
C 2.52 0.72 1.88
C 2.86 1.62 -0.82
C 1.69 2.61 -0.70
P 0.06 1.75 -0.82
C -0.15 1.41 -2.60
C -1.16 3.05 -0.44
H 3.59 -1.92 0.64
H 4.75 -0.57 0.50
H 4.05 -1.32 -0.96
H 3.32 1.44 2.02
H 2.69 -0.14 2.53
H 1.58 1.18 2.19
H 3.01 1.33 -1.86
H 3.79 2.06 -0.46
H 1.72 3.36 -1.49
H 1.72 3.14 0.25
H 0.31 2.20 -3.20
H -1.21 1.36 -2.83
H 0.30 0.45 -2.87
H -1.08 3.85 -1.17
H -0.97 3.45 0.56
H -2.17 2.64 -0.47
C -1.96 -0.53 -0.22
H -2.40 -0.98 0.67
H -2.05 -1.25 -1.04
H -2.49 0.38 -0.48
C 3.85 -6.23 1.07
C 2.33 -6.31 1.13
C 1.87 -6.76 2.51
C 1.80 -7.23 0.05
O 1.87 -4.96 0.91
Si 0.40 -4.42 0.49
S 0.50 -2.39 1.14
O 0.06 -4.50 -1.10
C 0.69 -4.02 -2.30
C 0.55 -5.14 -3.33
C 2.16 -3.69 -2.06
C -0.07 -2.78 -2.75
O -0.75 -5.20 1.30
C -2.16 -5.42 1.04
C -2.30 -6.48 -0.05
C -2.80 -4.11 0.61
C -2.74 -5.91 2.35
H 4.30 -7.21 1.23
H 4.22 -5.55 1.84
H 4.17 -5.86 0.09
H 2.26 -7.76 2.73
H 0.78 -6.79 2.56
H 2.24 -6.07 3.27
H 2.15 -8.25 0.21
H 2.14 -6.91 -0.94
H 0.71 -7.25 0.05
H 1.07 -6.03 -2.99
H 0.97 -4.83 -4.29
H -0.50 -5.38 -3.47
H 2.70 -4.57 -1.71
H 2.25 -2.91 -1.30
H 2.62 -3.34 -2.99
H -1.12 -3.02 -2.91
H 0.35 -2.38 -3.67
H -0.01 -2.01 -1.97
H -1.83 -6.15 -0.97
H -3.35 -6.68 -0.24
H -1.83 -7.41 0.28
H -2.38 -3.75 -0.33
H -2.65 -3.35 1.38
H -3.88 -4.24 0.48
H -2.24 -6.82 2.67
H -3.80 -6.12 2.25
H -2.61 -5.15 3.13
```

As for the energy above the lowest of the compared OMol25 structures with the same formula, charge and spin: 0.0 kcal/mol. Its spin multiplicity is 5. The net charge is +1. As for the molecular weight: 499.613 g/mol. The value obtained for the orbital gap (spin up / spin down) is 7.289 / 8.210 eV. Its expectation value of S² is 6.141.

Results of the Löwdin charge analysis, in e, for atoms 1 through 5: Mn 0.26; C -0.24; P 0.77; C -0.24; C -0.38



(6)
C19H46N12O25 | ωB97M-V with the def2-TZVPD basis set

```
102
Properties=species:S:1:pos:R:3
C -1.85 -0.37 3.39
C -1.87 -1.52 3.04
C -1.74 -2.86 2.50
C -2.47 -2.97 1.16
C -2.06 -1.94 0.11
C -0.60 -1.53 0.10
O 0.21 -2.51 -0.56
C -0.46 -0.20 -0.68
N 0.16 0.88 0.11
O -3.88 -2.75 1.44
C -4.68 -3.79 1.20
O -5.80 -3.78 1.62
H -2.09 0.65 3.49
H -0.69 -3.09 2.35
H -2.11 -3.60 3.21
H -2.35 -3.99 0.80
H -2.74 -1.10 0.19
H -2.26 -2.40 -0.86
H -0.19 -1.33 1.09
H 0.71 -2.93 0.13
H 0.12 -0.34 -1.58
H -1.45 0.16 -0.96
H 0.72 0.53 0.87
H -0.50 1.58 0.40
H -4.32 -4.64 0.61
C -6.72 -1.16 0.57
N -6.03 0.08 0.11
O -5.15 -0.05 -0.73
O -6.39 1.13 0.59
H -6.30 -2.00 0.06
H -6.56 -1.24 1.64
H -7.78 -1.05 0.34
C -4.56 -3.41 -3.38
N -3.38 -4.31 -3.33
O -2.78 -4.39 -2.28
O -3.09 -4.89 -4.35
H -4.70 -2.96 -2.41
H -4.37 -2.66 -4.14
H -5.42 -4.02 -3.65
C -2.05 -4.43 -7.41
N -2.16 -3.03 -7.90
O -2.62 -2.20 -7.13
O -1.78 -2.80 -9.03
H -2.42 -4.48 -6.40
H -2.64 -5.05 -8.07
H -1.00 -4.71 -7.46
C 3.87 1.13 -0.85
N 3.98 -0.27 -0.36
O 4.87 -0.97 -0.81
O 3.16 -0.64 0.46
H 4.66 1.31 -1.57
H 2.89 1.24 -1.30
H 3.97 1.78 0.01
C 5.93 5.50 -0.70
N 5.28 4.43 0.10
O 4.31 3.87 -0.37
O 5.77 4.18 1.18
H 5.39 5.61 -1.63
H 5.88 6.40 -0.09
H 6.96 5.20 -0.88
C 6.70 7.52 3.82
N 7.16 7.24 2.43
O 8.27 6.78 2.28
O 6.38 7.48 1.54
H 7.49 7.26 4.51
H 6.47 8.58 3.88
H 5.82 6.92 3.99
C 2.84 5.56 5.17
N 3.79 6.56 5.74
O 3.54 7.73 5.59
O 4.77 6.12 6.31
H 2.03 6.10 4.70
H 3.39 4.96 4.45
H 2.47 4.94 5.99
C -5.28 3.10 -1.52
N -4.59 4.34 -1.98
O -3.72 4.23 -2.81
O -4.96 5.39 -1.49
H -4.86 2.26 -2.05
H -5.13 3.02 -0.46
H -6.34 3.21 -1.76
C 5.16 -1.82 2.91
N 5.01 -0.89 4.06
O 5.99 -0.64 4.73
O 3.90 -0.43 4.25
H 6.20 -2.15 2.87
H 4.50 -2.66 3.09
H 4.88 -1.28 2.02
C -3.06 -8.62 -9.12
N -3.18 -7.70 -7.96
O -2.18 -7.44 -7.33
O -4.29 -7.26 -7.72
H -2.02 -8.92 -9.21
H -3.70 -9.47 -8.93
H -3.38 -8.07 -10.00
C 2.17 0.97 6.68
N 1.48 2.27 6.45
O 1.98 3.27 6.92
O 0.46 2.24 5.80
H 3.06 1.15 7.27
H 1.47 0.32 7.21
H 2.42 0.55 5.71
```

Its spin multiplicity is 1. The net charge is 0. As for the molecular weight: 842.636 g/mol. Its SMILES is C#CC[C@H](C[C@@H](O)CN)OC=O.C[N+](=O)[O-].C[N+](=O)[O-].C[N+](=O)[O-].C[N+](=O)[O-].C[N+](=O)[O-].C[N+](=O)[O-].C[N+](=O)[O-].C[N+](=O)[O-].C[N+](=O)[O-].C[N+](=O)[O-].C[N+](=O)[O-]. The value obtained for the orbital gap is 8.855 eV.

Results of the Löwdin charge analysis, in e, for atoms 1 through 5: C 0.14; C -0.13; C -0.14; C -0.28; C -0.08



Which of these has the lowest net charge?
C19H45BO6P